Record 1
53
Properties=species:S:1:pos:R:3 method="wB97M-V/def2-TZVPD" e_homo_ev="-11.06 / -11.05" orbital_gap_ha="0.2218 / 0.2228" charge=+1 total_energy_ev=-39896.1210 molar_mass_g_mol=603.68 lumo_energy_ev="-5.025 / -4.986" multiplicity=1
C 5.87203 3.34999 0.31474
C 1.58935 -3.28637 -1.39516
H 0.47716 -0.56167 2.92333
H -0.65174 0.87509 4.51693
O 0.25005 4.04998 1.98398
H 3.83111 3.97671 0.13888
O -2.54838 -1.36208 1.98306
C -5.22048 0.30772 -1.61129
C -0.26114 1.23120 3.56310
H 0.72596 -1.68775 1.41183
C -5.41428 -1.30750 0.71660
H 0.77176 1.54868 3.70820
C 1.79006 0.55972 0.28432
H 2.00720 2.64217 0.16890
H -7.32545 -0.05467 -1.79637
C -2.86086 -0.83452 0.92532
C -2.69566 0.44300 -0.96426
H -7.49175 -1.44869 0.20561
O -0.55404 2.42915 0.68047
H 3.00026 -2.58147 -2.85355
C 1.99674 -0.80847 -0.14085
C -4.21609 -0.75705 0.31153
N -1.99480 -0.13689 0.11097
C 4.86393 0.74972 0.44054
H 4.48323 -0.26133 0.50890
H -1.22687 3.11485 3.81677
C 2.47168 -2.34977 -1.93823
C -6.43524 -0.24362 -1.21123
H -1.13203 -0.46635 2.67550
H -5.13774 0.92479 -2.49558
O -2.14608 1.11497 -1.79932
C 2.65437 -1.12154 -1.34174
H -2.08269 2.01003 2.72262
C 2.55267 1.70274 0.20310
H 3.28192 -0.37532 -1.81224
H 6.26868 4.35478 0.26937
C 0.91836 -2.99541 -0.22488
H 6.89806 0.13095 0.63440
H 1.44080 -4.23662 -1.88938
C 4.50919 3.13810 0.23909
C 3.98386 1.83490 0.28594
C 6.72981 2.26497 0.45127
C -6.53043 -1.03634 -0.07069
H -5.47965 -1.92194 1.60429
C -4.12094 0.03321 -0.82546
Os -0.14762 0.55010 0.61708
C -0.40638 3.05521 1.87029
C 1.13228 -1.77173 0.41400
C 6.22317 0.96801 0.51809
C -1.09899 2.37470 3.02949
H 7.79782 2.42670 0.51331
N -0.25396 0.07391 2.61583
H 0.24802 -3.71763 0.22161

---

Record 2
146
Properties=species:S:1:pos:R:3 method="wB97M-V/def2-TZVPD" e_homo_ev=-5.17 orbital_gap_ha=0.1646 charge=-1 total_energy_ev=-191238.4665 molar_mass_g_mol=1485.85 lumo_energy_ev=-0.686 multiplicity=1
C 4.12218 6.32742 -0.00102
C 1.64247 -3.88362 4.38898
H 5.85696 8.49364 4.64022
C 9.19903 11.60627 -1.75459
C 3.87821 7.89578 4.18685
H -0.80111 0.21939 2.75268
C 2.65124 5.49881 8.89750
C -10.89673 -11.06987 -5.42316
C 2.30682 6.52144 -2.20776
C -13.11797 -4.36463 -9.63901
O 0.58983 2.61338 8.90843
C -11.01541 -9.98422 -6.18440
S -4.00955 -3.55217 -0.87085
H 3.98329 6.86798 4.50190
C 2.38538 6.00948 7.53190
H -12.91724 -6.07408 -10.99073
C 4.88117 8.76718 4.26006
O 4.54976 -0.89159 4.11828
C -1.50327 -0.52665 2.37363
O -12.07591 -8.94717 -8.00635
C -12.72444 -3.83771 -8.31013
H 6.99298 -8.01974 -2.60501
C 1.60552 -1.74754 -0.36673
H 1.60910 4.58609 -1.70315
H 9.00869 -0.86620 4.29931
C 1.76690 2.21325 3.37712
H 6.99350 9.14033 -2.75467
C 0.78989 -1.77337 3.53225
C -11.96996 -9.93984 -7.31678
C 1.60091 3.61706 2.93827
H -2.47758 -0.00237 2.34804
O 7.43490 8.19074 -0.38019
C 6.89429 -0.76635 4.29413
C 8.25732 10.83233 -2.59929
H 2.50727 -4.48531 4.68142
C 0.85731 4.13205 7.12987
C 6.89483 -3.07424 2.59813
H -9.64153 -7.08542 -4.08914
H 7.81493 -5.67154 -2.61584
H 10.16412 11.67048 0.21139
C 7.68313 9.71847 -2.15218
H 3.20918 -6.68936 -0.88233
C -9.04325 -6.20213 -3.90239
C 5.71678 -2.55518 2.93610
C -2.54454 -3.15564 -0.28828
C 0.79940 -0.48419 -0.19398
H 4.77821 -2.97401 2.59203
I 1.47596 -2.87226 -2.23289
O 4.84943 4.88244 3.60104
C 0.34001 -4.38380 4.47565
O 0.85134 1.42080 3.31100
C 6.39108 -7.19408 -2.24640
H 3.19638 0.78175 4.21533
H 2.50024 5.51410 2.69729
C 4.63235 -5.16594 -1.25178
C -7.26257 -5.07849 -2.49142
C 5.62568 -1.36184 3.81089
C -7.36744 -3.97950 -3.23604
H 4.77607 6.17498 0.85022
H -2.12543 -0.20591 -0.50740
H -13.09681 -2.85425 -8.05288
C 8.90118 9.97846 0.05608
C -11.71412 -12.28066 -5.67816
C 4.14435 7.44372 -0.72457
C 3.18998 5.22116 -0.32542
N -1.41564 -2.94359 0.02303
H 1.25739 0.18495 0.55048
H 1.40595 9.97309 2.84320
C -0.52945 -2.27175 3.60796
C 3.92979 4.08540 3.53509
O 3.17039 4.20497 0.33576
O 3.26001 8.64850 -2.54186
C 1.86072 -2.59404 3.92601
O -11.60707 -13.27141 -4.98816
O -10.75099 -6.53141 -7.10976
C 2.55161 8.29515 3.66391
O 6.38747 -3.68113 -1.76370
H 3.28218 11.60184 2.97997
H -9.83510 -5.03793 -5.47656
C -11.95498 -4.54377 -7.48646
C -8.31867 -3.90738 -4.37032
H 4.02816 -4.34228 -0.89279
C -12.66979 -12.23467 -6.81276
C -8.09190 -6.27631 -2.76703
C 8.07127 -1.28552 3.95635
C -11.85055 -6.41818 -9.19480
Ga -1.10537 -1.03769 0.42822
C 3.09302 1.81085 3.90057
C 2.06625 4.39098 9.34486
C 4.19362 -6.42314 -1.24605
H -11.48132 -7.39658 -9.45504
C 3.23911 7.62813 -1.88350
H 5.07289 2.40789 4.35391
O 9.72353 12.62022 -2.16335
C 4.71524 10.17118 3.82035
C 1.12241 3.62043 8.49703
C 5.98437 -4.82509 -1.75575
C 9.47528 11.09230 -0.39118
H 6.80710 0.10516 4.93113
C 6.83044 -5.93877 -2.25236
H 1.26260 5.63235 5.68773
H 9.09053 9.58737 1.04767
O 1.63307 7.50152 3.59746
C 3.38578 10.57146 3.29618
H 2.89672 -2.24574 3.88575
C 2.60445 4.48608 3.01217
C 5.03782 -7.53478 -1.74173
C -11.45545 -5.88996 -7.86229
C 2.38273 9.70085 3.22323
O 2.92010 7.01872 7.12066
C 1.44306 5.24135 6.68290
C 4.09641 2.68183 3.97396
C 7.96003 9.20510 -0.78898
O 2.30319 -2.16070 0.50694
H -10.42801 -9.08997 -6.01636
H -11.65960 -4.17242 -6.51332
H -13.47882 -11.09750 -8.40516
H 4.81799 8.26122 -0.50337
C 2.28302 5.40494 -1.48387
O 9.23905 -2.95020 2.77322
O 5.63021 10.96664 3.88413
H -6.57304 -5.14801 -1.65862
H 0.16908 -5.40363 4.82791
H 0.62495 3.89094 2.55705
H 0.16712 3.55685 6.52478
O -7.99866 -7.28086 -2.09255
O -13.82141 -3.71886 -10.38784
H 1.01788 -0.76034 3.15808
O -1.67765 -1.64090 3.27325
C -0.71313 -3.57872 4.10563
H -10.20558 -11.12073 -4.59132
H 1.65369 6.67413 -3.05759
H 2.24771 4.00159 10.33865
C 8.16397 -2.48037 3.08082
H 3.34172 6.07384 9.50168
H 0.76725 0.07188 -1.14774
O 4.64223 -8.68225 -1.73627
C -9.14795 -5.10536 -4.64570
H 6.98156 -3.94488 1.96080
H 8.06730 11.22334 -3.59067
C -12.78790 -11.14946 -7.57306
H -13.25813 -13.12746 -6.98288
O -8.41951 -2.90661 -5.05083
C -12.62018 -5.70761 -10.01633
H -6.76903 -3.09617 -3.04949
H -1.72926 -3.97707 4.19789